The following is a DFT calculation (the ωB97M-V functional and the def2-TZVPD basis) of a cluster of 7 separate species, C19H49N6O9 in total at a distorted geometry.

Results
Net charge: +5
LUMO (eV): -11.99
Gap between HOMO and LUMO (eV): 8.98
Energy above the lowest of the compared OMol25 structures with the same formula, charge and spin (kJ/mol): 10.0

Positions of all 83 atoms, in Å:
O  -4.705  -1.958  -1.022
O  3.119  2.572  2.748
O  4.403  -1.859  -1.159
O  -0.170  -1.878  -0.766
O  0.241  0.337  -0.785
O  0.764  -1.261  2.036
O  3.482  2.147  -0.115
O  0.622  -0.884  -2.625
O  -2.937  1.512  1.117
N  -3.492  -3.726  -1.921
N  2.525  4.394  4.112
N  -1.111  -2.223  3.106
N  -4.971  1.733  0.009
N  2.719  -3.268  -1.917
N  2.438  1.786  -2.200
C  4.231  -1.992  -3.526
C  -3.458  1.563  0.049
C  -2.716  1.410  -1.247
C  -2.146  -1.316  2.418
C  1.102  3.642  2.084
C  4.965  1.935  -1.968
C  1.037  -1.657  4.373
C  -4.802  -3.025  -1.526
C  2.376  -3.648  -0.512
C  0.254  -0.734  -1.455
C  3.850  -2.280  -2.114
C  1.634  3.066  -2.338
C  3.631  1.974  -1.278
C  2.357  3.461  2.885
C  -5.350  3.104  0.508
C  3.858  4.199  4.830
C  -2.662  -2.819  -2.784
C  -6.024  -3.777  -1.892
C  0.315  -1.655  3.061
H  -3.067  -1.893  2.402
H  0.721  2.819  -2.867
H  2.713  1.535  -3.151
H  2.178  -2.720  0.021
H  -2.273  -0.416  3.010
H  3.772  -2.672  -4.245
H  1.516  3.507  -1.355
H  4.105  3.151  4.962
H  3.825  4.648  5.819
H  -6.100  -4.762  -1.425
H  4.577  4.696  4.186
H  0.457  -1.272  5.216
H  -5.130  3.216  1.565
H  0.929  4.685  1.820
H  -3.670  -4.646  -2.339
H  4.950  1.269  -2.830
H  3.934  -0.971  -3.764
H  1.451  -4.216  -0.547
H  -5.333  1.546  -0.930
H  -5.034  3.891  -0.172
H  3.131  -4.173  0.064
H  1.910  -3.016  -2.502
H  1.780  4.175  4.773
H  2.233  3.730  -2.958
H  -1.732  1.834  -1.085
H  2.523  5.356  3.769
H  5.743  1.655  -1.263
H  -6.190  -3.835  -2.972
H  -0.088  -1.481  0.127
H  -3.234  2.057  -1.967
H  -6.439  3.204  0.485
H  -3.320  -2.460  -3.574
H  -6.874  -3.225  -1.489
H  -1.124  -3.080  2.549
H  -1.831  -3.335  -3.256
H  -5.422  1.051  0.626
H  1.145  3.031  1.186
H  1.458  -2.655  4.520
H  5.213  2.943  -2.315
H  3.024  -4.150  -2.354
H  -2.749  0.395  -1.634
H  0.293  3.204  2.675
H  -1.764  -1.126  1.421
H  -1.352  -2.396  4.084
H  5.309  -2.087  -3.653
H  -2.979  -3.987  -1.074
H  -2.291  -1.961  -2.238
H  1.895  0.973  -1.853
H  1.836  -0.916  4.346

***

The following is a DFT calculation (the ωB97M-V functional and the def2-TZVPD basis) of a structure of composition C44H66CaF3O32 at a distorted geometry.

Results
Net charge: +1
LUMO (eV): -3.89
Gap between HOMO and LUMO (eV): 8.03

Positions of all 146 atoms, in Å:
Ca  3.192  19.444  -22.888
F  1.462  23.379  -19.581
F  0.789  21.285  -19.494
F  -0.180  22.641  -20.836
O  0.539  26.223  -23.582
O  -4.298  17.852  -13.710
O  5.294  24.250  -15.509
O  6.686  16.651  -22.205
O  3.693  26.171  -18.052
O  -2.476  18.777  -14.786
O  -6.004  18.362  -20.772
O  2.001  26.222  -25.324
O  7.971  20.453  -22.179
O  1.520  16.336  -20.174
O  6.936  22.931  -16.282
O  2.672  18.242  -20.804
O  3.073  21.165  -20.963
O  4.954  17.779  -14.149
O  3.773  18.138  -12.290
O  4.968  27.086  -19.615
O  5.516  25.158  -18.838
O  5.238  18.392  -22.533
O  -0.844  23.777  -26.496
O  -0.079  24.172  -28.525
O  10.257  20.939  -22.388
O  2.433  17.606  -18.627
O  -5.181  20.489  -20.815
O  -4.421  18.971  -15.777
O  4.727  22.690  -16.920
O  1.714  21.317  -22.660
O  6.655  17.472  -24.164
O  -3.839  18.839  -20.724
O  2.647  26.290  -23.140
O  9.495  19.147  -23.362
O  3.481  19.327  -14.220
O  1.035  22.890  -27.071
C  3.913  24.304  -15.544
C  -0.451  23.040  -25.354
C  6.615  25.510  -19.620
C  1.008  22.313  -20.311
C  -3.770  18.451  -14.666
C  5.142  18.413  -15.436
C  1.906  16.518  -17.913
C  9.124  20.220  -22.625
C  3.805  21.491  -19.795
C  6.063  26.663  -20.329
C  1.756  26.224  -24.159
C  -2.980  19.960  -20.722
C  10.904  18.992  -23.374
C  11.382  20.344  -22.981
C  7.517  14.399  -22.650
C  2.049  26.372  -21.865
C  -5.119  19.168  -20.776
C  1.008  14.430  -18.947
C  4.045  18.376  -13.485
C  6.123  17.578  -22.910
C  0.589  26.136  -22.234
C  2.250  17.446  -19.969
C  7.693  15.950  -22.855
C  4.934  20.402  -19.708
C  3.837  19.259  -15.547
C  5.263  17.343  -16.526
C  2.077  21.992  -21.475
C  5.736  23.265  -16.247
C  0.038  23.696  -27.429
C  2.464  22.250  -15.999
C  12.530  20.389  -21.978
C  6.995  24.263  -20.452
C  7.582  16.470  -24.269
C  -0.907  19.682  -16.352
C  3.464  23.272  -16.601
C  0.866  22.392  -25.758
C  -1.956  19.893  -21.846
C  0.985  15.944  -18.910
C  -3.451  19.628  -16.623
C  -3.910  21.135  -20.860
C  -2.287  19.883  -15.681
C  4.642  26.129  -18.780
C  2.436  27.672  -21.163
C  -1.596  22.142  -24.823
H  8.397  13.940  -23.099
H  2.099  27.681  -20.126
H  -0.026  16.271  -18.668
H  -1.839  21.446  -25.626
H  -0.744  18.672  -16.727
H  -3.743  21.644  -21.809
H  6.800  27.466  -20.312
H  4.344  22.428  -19.940
H  8.664  16.227  -22.444
H  0.478  14.001  -18.097
H  -2.576  20.015  -19.711
H  -1.483  20.874  -21.873
H  -1.171  19.199  -21.546
H  12.960  21.384  -22.090
H  -2.287  20.760  -15.034
H  -0.264  23.795  -24.590
H  -3.727  21.915  -20.122
H  1.439  16.885  -16.999
H  -3.089  18.989  -17.428
H  5.264  17.833  -17.500
H  0.715  13.929  -19.870
H  6.047  19.010  -15.326
H  6.335  23.927  -21.252
H  7.881  24.374  -21.076
H  4.501  19.414  -19.546
H  -3.760  20.567  -17.082
H  11.291  18.132  -22.827
H  0.869  21.302  -25.795
H  7.259  15.650  -24.912
H  3.599  25.289  -15.890
H  1.706  22.605  -25.098
H  2.580  15.702  -17.650
H  5.549  20.336  -20.606
H  -0.667  20.341  -17.186
H  -0.134  19.861  -15.605
H  2.314  25.571  -21.175
H  1.886  28.472  -21.660
H  3.001  23.869  -17.387
H  -2.249  19.630  -22.863
H  1.497  22.746  -15.910
H  12.207  20.202  -20.953
H  5.604  20.582  -18.868
H  3.534  24.093  -14.544
H  3.512  27.840  -21.210
H  0.197  25.165  -21.934
H  4.025  20.171  -16.115
H  2.459  22.987  -21.702
H  13.345  19.684  -22.143
H  2.286  21.349  -16.588
H  7.525  14.060  -21.614
H  5.658  26.498  -21.327
H  6.267  16.919  -16.505
H  -0.130  26.808  -21.767
H  7.366  23.388  -19.919
H  4.561  16.510  -16.559
H  2.025  14.047  -18.875
H  6.638  13.917  -23.078
H  -1.254  21.536  -23.984
H  11.781  20.878  -23.843
H  8.504  16.923  -24.633
H  7.385  25.808  -18.909
H  -2.520  22.702  -24.683
H  3.063  18.665  -16.032
H  11.255  18.712  -24.368
H  3.164  21.509  -18.913
H  2.801  21.998  -14.994

***

The following is a DFT calculation (the ωB97M-V functional and the def2-TZVPD basis) of a cluster of 4 separate species, C33H40F28N2O8S2 in total at a distorted geometry.

Results
Net charge: 0
LUMO (eV): -0.01
Gap between HOMO and LUMO (eV): 9.10

Positions of all 113 atoms, in Å:
S  -1.879  -2.892  -4.080
S  4.631  -0.328  -4.603
F  -0.648  9.579  5.508
F  -6.508  -1.786  -6.942
F  -9.292  -6.823  -4.325
F  3.196  5.578  6.081
F  2.606  0.055  3.278
F  -1.363  -2.800  -1.281
F  -6.582  -7.046  -4.974
F  2.300  4.275  4.607
F  -2.601  8.207  8.118
F  2.697  2.169  1.444
F  4.927  3.541  5.414
F  -7.080  -5.156  -4.068
F  -0.886  4.268  7.268
F  -3.548  4.615  8.048
F  5.859  -4.049  -0.544
F  1.773  1.884  4.056
F  -1.242  6.163  8.223
F  5.737  -3.965  1.701
F  -8.485  -3.104  -4.321
F  -9.472  -5.120  -5.660
F  4.490  -2.500  0.528
F  -2.353  8.255  5.282
F  -3.703  6.348  6.750
F  -8.629  -1.192  -5.324
F  -8.149  -3.194  -7.147
F  -2.691  10.173  7.222
F  4.211  3.443  7.462
F  3.945  3.298  2.817
O  -6.672  -5.273  -6.283
O  6.075  -0.182  -2.060
O  -3.202  -3.589  -3.783
O  -1.708  -1.488  -3.183
O  3.218  -5.284  -0.651
O  -0.944  6.071  5.989
O  -1.979  -2.451  -5.530
O  3.801  1.180  4.751
N  7.171  -1.426  -3.580
N  7.884  -1.445  -2.419
C  -0.438  -4.046  -3.960
C  -7.173  -2.790  -6.298
C  -3.026  5.197  6.941
C  -1.337  8.571  6.119
C  -0.069  1.205  0.696
C  2.180  1.215  -4.507
C  -7.271  -5.898  -5.171
C  -7.771  -2.201  -5.020
C  -8.746  -6.232  -5.416
C  7.228  -0.668  -1.427
C  1.002  -1.046  -3.910
C  2.729  4.319  5.882
C  -0.830  -1.688  -2.042
C  1.127  -4.514  -1.913
C  0.633  -1.961  -2.619
C  3.826  3.291  6.161
C  3.730  1.230  -4.096
C  0.796  -3.492  -3.090
C  3.806  -4.932  0.618
C  4.962  -3.833  0.508
C  5.985  -0.643  -3.377
C  3.427  1.810  5.985
C  2.423  -4.146  -1.062
C  0.189  -0.231  -0.026
C  0.182  -1.321  1.141
C  -6.164  -3.942  -6.105
C  -0.968  -0.407  -1.110
C  1.257  0.455  -3.423
C  -0.374  7.368  6.217
C  -1.526  5.451  7.120
C  2.923  1.315  3.656
C  3.571  2.047  2.477
C  -1.870  9.115  7.445
H  0.894  -0.927  1.954
H  0.896  1.741  0.965
H  -3.214  4.548  6.084
H  -0.843  -1.383  1.645
H  -0.144  -4.297  -5.036
H  -5.586  -3.844  -5.183
H  1.475  -1.753  -1.867
H  7.552  -0.488  -0.353
H  3.990  1.256  6.741
H  1.828  2.309  -4.498
H  0.345  7.491  5.402
H  -6.993  -1.792  -4.371
H  1.704  -3.501  -3.797
H  -0.694  0.974  1.620
H  1.345  -5.527  -2.415
H  4.328  -5.887  0.989
H  4.203  2.108  -4.667
H  -1.045  0.559  -1.702
H  1.232  -0.169  -0.474
H  2.379  1.627  6.233
H  2.037  0.751  -5.535
H  2.098  -3.504  -0.164
H  1.850  0.448  -2.444
H  3.100  -3.455  -1.688
H  1.871  4.175  6.544
H  0.235  7.393  7.124
H  0.268  1.005  -3.344
H  0.258  -1.153  -4.760
H  -5.424  -3.834  -6.903
H  -0.739  1.826  0.000
H  -8.859  -6.904  -6.269
H  -1.953  -0.518  -0.529
H  -1.056  9.456  8.089
H  4.457  1.515  2.123
H  3.858  1.334  -2.972
H  2.015  -1.446  -4.269
H  0.589  -2.339  0.842
H  3.026  -4.676  1.413
H  0.251  -4.707  -1.210
H  -0.850  -5.017  -3.503

***

The following is a DFT calculation (the ωB97M-V functional and the def2-TZVPD basis) of a structure of composition C24H18HfN6O7.

Results
Net charge: +2
LUMO (eV): -6.93
Gap between HOMO and LUMO (eV): 8.58
Energy above the lowest of the compared OMol25 structures with the same formula, charge and spin (kJ/mol): 0.0

Positions of all 56 atoms, in Å:
Hf  -0.537  -1.209  0.337
O  -1.189  -1.961  2.083
O  -0.766  3.257  -6.059
O  -1.001  -2.044  -1.733
O  -2.110  4.060  -4.575
O  -2.304  -1.656  4.025
O  0.246  -3.364  0.142
O  -2.444  -2.118  -0.272
N  -0.775  0.575  1.768
N  -1.628  0.475  -0.884
N  -2.165  -2.421  -1.476
N  -1.260  3.282  -4.960
N  1.492  -1.575  1.521
N  1.001  -0.166  -1.100
C  3.561  -2.101  3.292
C  2.270  -0.534  -1.262
C  -0.487  1.871  1.558
C  2.519  0.704  -3.273
C  0.555  1.964  -4.112
C  -1.574  2.501  3.584
C  -0.728  2.319  -3.960
C  3.066  -0.123  -2.330
C  1.826  -2.834  1.830
C  2.196  -0.573  2.087
C  -1.456  0.238  2.879
C  -0.946  1.015  -1.927
C  -2.912  0.758  -0.737
C  -3.603  1.567  -1.637
C  -1.556  1.839  -2.876
C  1.021  -3.936  1.218
C  -0.858  2.855  2.448
C  -1.882  1.169  3.805
C  -1.714  -1.236  3.081
C  1.178  1.106  -3.143
C  -2.938  2.096  -2.711
C  3.227  -0.790  2.970
C  0.447  0.648  -2.052
C  2.857  -3.134  2.706
H  -2.431  0.825  4.671
H  -1.886  3.260  4.290
H  -3.462  2.707  -3.426
H  2.682  -1.188  -0.508
H  3.754  0.052  3.395
H  -0.595  3.884  2.245
H  3.102  1.050  -4.118
H  -0.368  -4.027  -0.198
H  0.347  -4.378  1.954
H  -4.657  1.749  -1.486
H  1.917  0.434  1.807
H  3.095  -4.167  2.923
H  -3.425  0.308  0.105
H  0.051  2.112  0.649
H  4.365  -2.310  3.985
H  1.121  2.337  -4.955
H  1.672  -4.707  0.805
H  4.088  -0.467  -2.392

***

The following is a DFT calculation (the ωB97M-V functional and the def2-TZVPD basis) of a structure of composition C16H19F5N4OSTi at a distorted geometry.

Results
Net charge: +2
LUMO (alpha / beta) (eV): -6.27 / -6.27
Gap between HOMO and LUMO (alpha / beta) (eV): 5.40 / 6.79
Energy above the lowest of the compared OMol25 structures with the same formula, charge and spin (kJ/mol): 0.0
Spin multiplicity: 3

Positions of all 47 atoms, in Å:
Ti  -0.526  0.404  -0.881
S  -1.183  -0.953  -2.669
F  -4.223  -5.047  -2.168
F  -4.942  -4.372  0.358
F  -2.466  -3.469  -3.557
F  -2.017  -0.641  0.299
F  -3.806  -2.280  1.598
O  0.308  1.625  -1.932
N  0.808  -1.207  -0.343
N  3.771  -2.739  1.375
N  1.584  3.268  -0.947
N  -0.587  1.795  0.788
C  -2.520  -1.789  -0.351
C  -4.028  -3.635  -0.300
C  -1.687  2.595  2.772
C  -1.705  1.951  1.558
C  0.682  3.681  -3.155
C  -3.439  -2.533  0.325
C  -3.666  -3.969  -1.587
C  -2.200  -2.014  -1.678
C  1.734  2.492  0.294
C  0.860  2.820  -1.988
C  -0.512  3.201  3.248
C  -2.762  -3.141  -2.270
C  0.628  3.118  2.439
C  1.911  -1.319  0.610
C  2.631  -2.645  0.416
C  0.530  2.508  1.180
H  1.315  4.552  -3.022
H  3.431  -2.585  2.342
H  1.574  3.626  2.721
H  -2.620  2.605  3.343
H  1.006  3.168  -4.067
H  4.220  -3.659  1.336
H  -0.490  3.741  4.206
H  3.047  -2.748  -0.585
H  -2.641  1.545  1.175
H  1.957  1.477  -0.052
H  1.909  4.222  -0.879
H  1.965  -3.494  0.601
H  1.156  -1.271  -1.306
H  2.598  -0.477  0.438
H  2.592  2.869  0.877
H  1.505  -1.254  1.632
H  4.494  -2.019  1.209
H  -0.355  3.985  -3.223
H  0.159  -1.991  -0.180

***

The following is a DFT calculation (the ωB97M-V functional and the def2-TZVPD basis) of an isolated molecule of C18H20FNO4.

Results
Net charge: 0
LUMO (eV): 0.80
Gap between HOMO and LUMO (eV): 9.09
Energy above the lowest of the compared OMol25 structures with the same formula, charge and spin (kJ/mol): 0.0

Positions of all 44 atoms, in Å:
F  -3.418  -2.152  -0.013
O  0.452  2.551  0.278
O  3.015  -1.954  0.506
O  -1.929  -0.070  -0.651
O  1.988  -0.265  -1.554
N  0.898  -0.149  1.137
C  1.708  -1.643  -1.490
C  4.720  1.754  -0.243
C  -5.946  0.416  0.294
C  -3.850  1.424  -0.332
C  -5.346  -0.834  0.292
C  3.060  0.103  -0.782
C  -5.195  1.533  -0.018
C  3.627  1.354  -0.988
C  5.261  0.903  0.706
C  1.728  -2.159  -0.047
C  -1.020  0.996  -0.812
C  -3.226  0.182  -0.341
C  0.619  -1.538  0.824
C  -0.617  1.674  0.515
C  4.688  -0.333  0.936
C  3.575  -0.738  0.209
C  -0.243  0.633  1.589
C  -4.009  -0.934  -0.020
H  -1.112  0.000  1.801
H  5.153  2.728  -0.411
H  -3.291  2.314  -0.572
H  -1.402  1.747  -1.512
H  1.660  -0.097  1.803
H  0.725  -1.787  -1.941
H  3.196  1.993  -1.743
H  0.008  1.182  2.500
H  1.587  -3.246  -0.060
H  6.124  1.205  1.279
H  -5.655  2.509  -0.019
H  -5.898  -1.728  0.533
H  -0.124  0.544  -1.244
H  2.460  -2.200  -2.069
H  5.079  -1.005  1.684
H  1.226  2.004  0.076
H  -1.437  2.292  0.896
H  0.514  -2.155  1.731
H  -0.318  -1.590  0.266
H  -6.992  0.510  0.539